Here is an isolated molecule of C8H10ClN3S in a non-equilibrium geometry from OMol25. Energies are from ωB97M-V/def2-TZVPD.

The geometry in ORCA input format:
```
! RIJCOSX wB97M-V def2-TZVPD def2/J DEFGRID3
* xyz 0 1
C 3.99623 0.29447 -1.25811
C 4.49311 -0.00722 -0.00314
C 2.12558 -0.18209 -0.15582
C 0.81002 -0.33961 0.19336
C -0.56873 1.40085 -0.14411
C -1.70359 0.54104 0.18630
C -2.64907 0.31560 -1.10131
C -2.16718 -1.67744 1.37987
N 2.64181 0.22587 -1.29503
N -0.03660 -1.12546 0.64383
N -1.26702 -0.69503 0.80662
S 3.37329 -0.53242 1.08938
Cl 0.22853 2.36129 1.07916
H 4.41927 0.76556 -2.08003
H 5.48224 0.06520 0.37930
H -0.64285 1.90944 -1.11607
H -2.24963 1.18197 0.98072
H -2.20023 0.27820 -2.13605
H -3.24433 1.22079 -1.15534
H -3.55636 -0.27054 -0.88401
H -2.69812 -1.15308 2.13795
H -3.03118 -2.02788 0.71611
H -1.55518 -2.54950 1.73640
*
```

E_HOMO	-0.2809	Eh
orbital gap	7.59	eV
total energy	-36281.34656	eV
relative energy (zero: lowest compared OMol25 entry of this formula, charge and spin)	0.0	kcal/mol



Here is a structure of composition C8H10F6I2N3O4S2V in a non-equilibrium geometry from OMol25. Energies are from ωB97M-V/def2-TZVPD.

The geometry in ORCA input format:
```
! RIJCOSX wB97M-V def2-TZVPD def2/J DEFGRID3
* xyz 3 2
V 0.81193 0.90346 -1.82546
F 4.13945 4.14985 -2.91143
C 4.08354 2.97089 -2.38859
F 3.95749 2.02005 -3.27998
F 5.01557 2.72678 -1.52396
S 2.42711 2.91639 -1.36714
O 2.31471 1.40554 -0.96355
O 2.32708 3.82949 -0.30636
N 1.28665 2.90537 -2.51952
S -0.30627 3.10645 -2.64528
O -0.69653 1.59902 -2.51830
O -0.75890 3.76946 -3.78634
C -0.96916 3.76112 -0.98788
F -0.46561 2.87507 -0.11139
F -2.26139 3.70191 -1.02416
F -0.49821 4.95147 -0.79033
I 1.48568 -0.73419 -3.72729
I 0.57411 -3.17700 -3.21899
N 0.21991 -0.39247 -0.64810
C -0.07194 -1.09807 0.26870
N -0.39113 -1.85008 1.21385
C -0.54571 -1.32363 2.62889
C -1.91348 -1.70304 3.16699
C -2.22501 -3.18703 3.00542
C -2.01877 -3.67878 1.57758
C -0.64783 -3.32824 1.02506
H -0.38499 -0.24738 2.59157
H 0.27033 -1.78976 3.18457
H -2.68206 -1.08560 2.69616
H -1.90223 -1.43860 4.22685
H -3.26783 -3.35099 3.27699
H -1.62897 -3.78080 3.70323
H -2.79561 -3.29654 0.91094
H -2.08394 -4.76872 1.54551
H -0.55881 -3.53439 -0.04010
H 0.16083 -3.82702 1.56185
*
```

E_HOMO (spin up / spin down)	-0.7245 / -0.7255	Eh
orbital gap (spin up / spin down)	6.34 / 6.77	eV
<S²>	0.792
total energy	-100949.81864	eV
relative energy (zero: lowest compared OMol25 entry of this formula, charge and spin)	0.0	kcal/mol



Here is a structure of composition C8H10FeO5P in a non-equilibrium geometry from OMol25. Energies are from ωB97M-V/def2-TZVPD.

The geometry in ORCA input format:
```
! RIJCOSX wB97M-V def2-TZVPD def2/J DEFGRID3
* xyz 1 5
O 1.14461 1.30200 -3.75374
C 1.37824 1.25919 -2.63678
Fe 0.15008 0.24019 0.07966
O -1.45452 1.16395 -2.25240
C -0.72808 0.86377 -1.39429
C -1.12978 -0.02204 1.29943
O -2.09094 -0.12648 1.94007
C 1.40532 -0.84391 0.86217
O 1.76289 -1.55459 1.71736
C -0.80574 -1.01185 -0.84047
O -1.32271 -1.86714 -1.44003
H 1.63676 -0.17638 -0.39637
C 1.28376 1.64621 2.52935
P 0.99160 2.02258 0.81278
C 0.06295 3.57622 0.83454
C 2.65856 2.41725 0.18558
H 0.31270 1.51307 3.01471
H 1.81571 2.50612 2.96728
H 1.87597 0.72946 2.62972
H 0.73038 4.35072 1.23016
H -0.28533 3.85210 -0.16486
H -0.81300 3.46664 1.47801
H 2.96380 3.36164 0.63549
H 3.37994 1.63238 0.44076
H 2.70971 2.51248 -0.90130
*
```

E_HOMO (spin up / spin down)	-0.3860 / -0.5496	Eh
orbital gap (spin up / spin down)	5.99 / 7.80	eV
<S²>	6.047
total energy	-62356.90895	eV
relative energy (zero: lowest compared OMol25 entry of this formula, charge and spin)	27.6	kcal/mol



Here is a cluster of 2 separate species, C8H10IN2 in total in a non-equilibrium geometry from OMol25. Energies are from ωB97M-V/def2-TZVPD.

The geometry in ORCA input format:
```
! RIJCOSX wB97M-V def2-TZVPD def2/J DEFGRID3
* xyz 1 1
C -1.53523 -0.47240 3.12645
C -1.09700 0.86017 3.25531
C -1.19389 -1.17479 1.98968
C -0.41810 1.45572 2.23716
C -0.53579 -0.62638 0.89331
C -0.14502 0.84384 0.95746
C -0.20099 -1.22842 -0.25134
C 1.48940 -0.01592 -3.37105
N 0.69699 1.31283 -0.03683
N 1.33571 0.84348 -2.53671
I 2.06558 2.83738 0.09776
H -2.22897 -0.72668 3.89070
H -1.28117 1.46918 4.13376
H -1.62496 -2.16184 1.88404
H -0.05795 2.49770 2.43400
H 0.06055 -0.76041 -1.15405
H -0.15094 -2.33894 -0.37446
H 1.56178 0.14212 -4.44284
H 1.69830 -0.98604 -2.91901
H 0.96214 0.64517 -0.82719
H 1.12373 1.77931 -2.89594
*
```

E_HOMO (spin up / spin down)	-0.4550 / -0.4549	Eh
orbital gap (spin up / spin down)	6.71 / 6.71	eV
total energy	-19529.06181	eV
relative energy (zero: lowest compared OMol25 entry of this formula, charge and spin)	50.2	kcal/mol